1.
Entry from the OMol25 dataset: C23H51BrF3N2O15P2S3Si as an isolated structure in a non-equilibrium geometry (ωB97M-V with the def2-TZVPD basis set).

Its frontier orbital gap is 0.2470 Eh. The HOMO energy comes out at -10.67 eV. Its net charge is +1. As for the LUMO energy: -3.9 eV.

Each line ends with the Mulliken charge.
Positions of all 101 atoms, in Å:
C1 5.158 -1.384 0.323  -0.871
Si1 5.412 -1.440 -1.542  0.619
C2 4.871 -3.095 -2.274  -1.046
C3 7.250 -1.290 -1.856  -1.215
O1 4.703 -0.160 -2.364  -0.613
C4 3.280 -0.139 -2.338  -0.473
C5 2.841 0.721 -1.136  -3.183
C6 1.482 1.429 -1.240  3.035
C7 1.437 2.329 -2.494  -1.015
P1 2.845 3.410 -2.912  0.614
O2 2.318 4.485 -3.763  -0.831
O3 3.539 3.974 -1.596  -0.475
O4 3.973 2.619 -3.701  -0.481
C8 0.298 0.436 -1.193  -0.064
O5 0.610 -0.858 -1.614  -0.157
C9 -1.035 0.806 -1.913  -0.830
C10 -1.554 -0.257 -2.890  -1.436
C11 -0.774 -0.273 -4.218  -0.365
S1 -0.124 -1.857 -4.755  1.260
O6 1.268 -1.662 -5.058  -0.625
O7 -0.916 -2.300 -5.853  -0.689
O8 -0.222 -2.862 -3.534  -0.443
N1 -0.059 0.290 0.259  1.506
C12 -0.846 -0.844 0.697  -1.860
C13 -0.035 -1.836 1.527  -0.263
O9 1.075 -2.352 0.834  -0.515
C14 -0.964 -3.000 1.900  0.730
F1 -2.058 -2.542 2.565  -0.195
F2 -0.324 -3.868 2.712  -0.266
F3 -1.404 -3.642 0.790  -0.244
C15 0.372 1.269 0.981  0.151
C16 0.097 1.431 2.418  -1.580
C17 -1.427 1.635 2.700  -0.125
O10 -1.621 2.970 3.083  -0.548
C18 -1.849 0.712 3.855  -0.575
N2 -1.122 1.018 5.093  -0.662
C19 1.187 2.210 0.115  -0.741
Br1 2.744 2.683 1.203  0.086
P2 0.231 3.808 0.061  1.027
O11 0.197 4.359 1.418  -0.747
O12 0.891 4.823 -0.943  -0.534
O13 -1.231 3.490 -0.455  -0.414
H1 5.988 -1.864 0.832  0.442
H2 5.075 -0.351 0.651  0.262
H3 4.270 -1.961 0.587  0.133
H4 5.682 -3.788 -2.075  0.386
H5 3.958 -3.417 -1.775  0.260
H6 4.717 -3.021 -3.345  0.314
H7 7.814 -2.024 -1.287  0.349
H8 7.492 -1.334 -2.914  0.332
H9 7.588 -0.314 -1.505  0.311
H10 2.905 -1.161 -2.270  0.247
H11 2.965 0.252 -3.301  0.130
H12 2.776 0.042 -0.280  0.935
H13 3.653 1.402 -0.910  1.090
H14 1.329 1.681 -3.359  -0.291
H15 0.578 2.988 -2.521  0.743
H16 4.367 4.386 -1.882  0.362
H17 3.810 2.736 -4.643  0.356
H18 1.346 -1.198 -1.089  0.512
H19 -1.808 0.934 -1.160  0.192
H20 -0.998 1.746 -2.449  0.675
H21 -2.565 0.056 -3.140  0.634
H22 -1.650 -1.242 -2.451  0.496
H23 -1.432 0.026 -5.024  0.605
H24 0.063 0.412 -4.226  -0.221
H25 0.691 -3.150 -3.395  0.352
H26 -1.240 -1.379 -0.159  0.567
H27 -1.713 -0.531 1.269  0.893
H28 0.322 -1.444 2.473  0.184
H29 0.817 -3.095 0.278  0.430
H30 0.507 0.611 3.000  0.646
H31 0.580 2.322 2.797  0.956
H32 -2.026 1.438 1.805  0.733
H33 -2.523 3.186 2.829  0.445
H34 -2.917 0.776 4.040  0.506
H35 -1.562 -0.298 3.565  -0.103
H36 -0.602 1.884 5.018  0.302
H37 -0.438 0.304 5.295  0.289
H38 1.421 5.434 -0.414  0.415
H39 -1.851 3.954 0.128  0.284
C20 -3.665 -6.152 5.564  -1.007
S2 -3.834 -4.464 4.972  0.638
O14 -4.441 -3.670 6.067  -0.662
C21 -5.140 -4.817 3.785  -0.979
H40 -2.918 -6.157 6.354  0.307
H41 -4.620 -6.499 5.958  0.344
H42 -3.335 -6.793 4.745  0.342
H43 -5.994 -5.255 4.301  0.398
H44 -4.763 -5.501 3.024  0.322
H45 -5.434 -3.879 3.321  0.293
C22 -4.730 4.059 -0.790  -0.660
S3 -5.391 3.917 0.874  0.355
O15 -4.267 3.486 1.758  -0.604
C23 -6.393 2.463 0.564  -0.903
H46 -4.037 4.899 -0.807  0.277
H47 -4.207 3.140 -1.058  0.013
H48 -5.545 4.251 -1.487  0.462
H49 -5.761 1.649 0.209  0.233
H50 -7.157 2.704 -0.175  0.396
H51 -6.869 2.178 1.500  0.338

***

2.
Entry from the OMol25 dataset: a 10-piece molecular cluster, C23H51F4N10O24S overall (ωB97M-V with the def2-TZVPD basis set).

Its frontier orbital gap is 0.3475 Eh. The HOMO energy comes out at -12.73 eV. Its net charge is +1. As for the LUMO energy: -3.3 eV.

Each line ends with the Mulliken charge.
Positions of all 113 atoms, in Å:
C1 -2.818 4.516 -2.499  -1.321
C2 -3.686 3.594 -1.610  -0.444
C3 -3.040 2.247 -1.297  -0.599
C4 -2.945 1.357 -2.555  1.069
C5 -4.236 0.546 -2.771  -1.754
C6 -1.704 0.464 -2.571  -0.412
C7 -0.441 1.282 -2.744  -1.510
N1 0.694 0.298 -2.783  0.256
C8 0.843 -0.484 -1.468  1.259
O1 1.733 -1.522 -1.736  -0.520
C9 1.408 0.513 -0.450  -1.594
C10 2.263 -0.094 0.661  -0.122
O2 2.268 -1.250 0.971  -0.557
O3 3.075 0.802 1.226  -0.402
C11 -0.547 -1.109 -1.105  0.038
C12 -0.701 -1.512 0.381  -1.614
S1 -1.252 -0.266 1.562  1.023
O4 -0.104 0.413 2.105  -0.510
O5 -2.172 -0.939 2.433  -0.691
C13 -0.763 -2.413 -1.944  0.505
F1 -2.078 -2.665 -1.961  -0.166
F2 -0.402 -2.190 -3.247  -0.419
C14 -0.010 -3.685 -1.428  0.189
F3 0.477 -4.358 -2.489  -0.316
F4 -0.881 -4.488 -0.797  -0.284
O6 -1.631 -0.231 -1.322  -0.109
H1 -1.869 4.045 -2.777  0.235
H2 -3.339 4.753 -3.429  0.332
H3 -2.617 5.469 -2.007  0.350
H4 -4.644 3.434 -2.106  0.066
H5 -3.914 4.134 -0.686  0.525
H6 -3.686 1.726 -0.579  0.334
H7 -2.081 2.390 -0.780  0.196
H8 -2.830 2.030 -3.414  0.460
H9 -4.027 -0.348 -3.364  0.404
H10 -4.943 1.164 -3.325  0.416
H11 -4.687 0.263 -1.819  0.361
H12 -1.814 -0.229 -3.415  0.475
H13 -0.494 1.831 -3.685  0.532
H14 -0.280 1.977 -1.922  0.339
H15 0.476 -0.366 -3.534  0.606
H16 1.581 0.741 -3.035  0.582
H17 2.533 -1.209 -2.180  0.587
H18 2.065 1.208 -0.992  0.931
H19 0.643 1.162 -0.018  0.488
H20 2.660 1.678 1.141  0.395
H21 -1.529 -2.227 0.414  0.422
H22 0.184 -2.004 0.782  0.642
H23 -1.950 0.604 0.802  -0.033
H24 0.833 -3.455 -0.778  0.429
C15 4.505 1.280 4.335  -0.551
N2 5.163 2.560 3.947  0.962
O7 4.872 3.048 2.864  -0.515
O8 5.940 3.054 4.730  -0.537
H25 3.852 0.987 3.523  0.057
H26 5.276 0.536 4.502  0.323
H27 3.953 1.457 5.249  0.279
C16 -5.626 -0.411 -6.658  -0.723
N3 -4.966 0.918 -6.787  0.885
O9 -5.287 1.625 -7.710  -0.509
O10 -4.140 1.210 -5.938  -0.520
H28 -6.328 -0.521 -7.475  0.309
H29 -4.846 -1.165 -6.698  0.279
H30 -6.128 -0.430 -5.695  0.278
C17 -7.432 4.332 0.498  -0.759
N4 -6.906 3.917 -0.831  0.860
O11 -6.652 4.785 -1.638  -0.500
O12 -6.761 2.724 -1.020  -0.490
H31 -7.502 5.413 0.511  0.314
H32 -8.406 3.868 0.619  0.291
H33 -6.739 3.966 1.250  0.289
C18 4.780 4.582 -0.016  -0.679
N5 3.781 3.975 -0.935  0.781
O13 3.807 4.232 -2.112  -0.542
O14 2.972 3.210 -0.423  -0.518
H34 5.422 5.234 -0.594  0.319
H35 4.240 5.132 0.743  0.286
H36 5.331 3.758 0.429  0.284
C19 -4.159 -5.038 -1.064  -0.770
N6 -5.534 -5.563 -1.290  0.918
O15 -6.463 -4.812 -1.082  -0.534
O16 -5.621 -6.708 -1.675  -0.539
H37 -4.241 -4.011 -0.728  0.303
H38 -3.687 -5.663 -0.312  0.315
H39 -3.627 -5.107 -2.007  0.284
C20 3.511 -1.789 8.225  -0.694
N7 3.965 -0.946 7.084  0.884
O17 3.974 0.258 7.234  -0.539
O18 4.301 -1.516 6.065  -0.503
H40 3.240 -1.132 9.042  0.346
H41 2.661 -2.367 7.877  0.258
H42 4.329 -2.450 8.491  0.262
C21 1.632 -7.141 -3.063  -0.709
N8 2.270 -8.468 -2.842  0.881
O19 3.433 -8.481 -2.496  -0.524
O20 1.574 -9.442 -3.022  -0.519
H43 2.368 -6.372 -2.864  0.309
H44 1.292 -7.110 -4.094  0.290
H45 0.789 -7.072 -2.383  0.260
C22 5.424 6.403 4.092  -0.683
N9 4.746 7.058 2.938  0.891
O21 5.195 6.851 1.823  -0.558
O22 3.786 7.752 3.177  -0.524
H46 6.252 5.815 3.717  0.304
H47 5.758 7.193 4.758  0.326
H48 4.686 5.776 4.584  0.242
C23 4.537 -5.055 4.991  -0.643
N10 4.722 -5.502 6.400  0.880
O23 4.460 -4.705 7.279  -0.501
O24 5.126 -6.628 6.572  -0.531
H49 4.181 -4.032 5.004  0.219
H50 5.502 -5.136 4.500  0.290
H51 3.820 -5.729 4.532  0.288

***

3.
Entry from the OMol25 dataset: a 7-piece molecular cluster, C23H52Cl2O16P2 overall in a non-equilibrium geometry (ωB97M-V with the def2-TZVPD basis set).

Its frontier orbital gap is 0.3859 Eh. The HOMO energy comes out at -9.94 eV. As for the LUMO energy: 0.6 eV. As for the SMILES: COP(=O)(OC)OC.COP(=O)(OC)OC.CCOC(C)=O.CCOC(C)=O.CCOC(C)=O.CCOC(C)=O.ClCCl. For the energy above the lowest of the compared OMol25 structures with the same formula, charge and spin, the calculation gives 0.0 kJ/mol.

Each line ends with the Mulliken charge.
Positions of all 95 atoms, in Å:
C1 -3.365 27.067 21.846  -0.746
O1 -2.094 26.610 21.350  -0.185
P1 -0.934 26.321 22.429  0.866
O2 -1.351 25.488 23.576  -0.733
O3 0.225 25.681 21.524  -0.439
C2 0.617 26.370 20.319  -0.288
O4 -0.337 27.774 22.726  -0.115
C3 0.661 27.965 23.721  -0.711
H1 -3.306 28.136 22.039  0.253
H2 -3.600 26.466 22.728  0.345
H3 -4.114 26.786 21.108  0.230
H4 1.705 26.348 20.363  0.183
H5 0.210 27.365 20.180  0.277
H6 0.390 25.735 19.462  0.206
H7 0.457 28.837 24.336  0.245
H8 1.627 28.073 23.233  0.215
H9 0.768 27.094 24.372  0.390
C4 1.781 31.338 22.939  -0.815
O5 2.207 30.181 22.221  -0.065
P2 2.629 30.250 20.664  0.642
O6 2.735 28.964 19.966  -0.209
O7 1.611 31.319 20.063  -0.359
C5 0.500 30.883 19.250  -0.307
O8 3.965 31.172 20.684  -0.377
C6 5.153 30.490 21.029  -0.760
H10 1.872 32.267 22.376  0.365
H11 2.363 31.454 23.851  0.280
H12 0.725 31.173 23.152  0.263
H13 -0.421 31.338 19.603  0.303
H14 0.392 29.802 19.192  -0.042
H15 0.765 31.268 18.266  0.243
H16 5.663 31.051 21.821  0.309
H17 5.839 30.328 20.200  0.284
H18 5.018 29.536 21.552  0.292
C7 1.051 26.988 8.257  -1.208
C8 1.060 27.615 9.646  -0.196
O9 0.179 26.815 10.452  -0.244
C9 -0.104 27.201 11.673  0.281
C10 -0.867 26.173 12.474  -0.054
O10 0.273 28.241 12.171  -0.636
H19 1.315 25.930 8.234  0.289
H20 1.767 27.455 7.578  0.392
H21 0.055 27.104 7.828  0.302
H22 2.069 27.606 10.050  0.307
H23 0.632 28.610 9.551  0.313
H24 -1.338 25.378 11.893  0.472
H25 -1.767 26.618 12.906  0.208
H26 -0.183 25.793 13.229  -0.253
C11 7.770 27.461 17.577  -1.091
C12 6.954 26.498 18.410  -0.254
O11 5.535 26.643 18.279  -0.319
C13 4.976 26.050 17.226  0.286
C14 3.491 26.279 17.107  0.119
O12 5.567 25.376 16.415  -0.616
H27 8.832 27.373 17.802  0.385
H28 7.418 28.486 17.705  0.260
H29 7.692 27.248 16.509  0.302
H30 7.215 25.455 18.222  0.321
H31 7.133 26.631 19.478  0.345
H32 3.189 26.323 16.061  0.103
H33 3.076 27.162 17.583  0.029
H34 3.006 25.374 17.481  0.129
C15 -7.568 27.963 14.362  -1.222
C16 -6.044 27.936 14.336  -0.166
O13 -5.537 26.672 14.773  -0.319
C17 -4.201 26.608 14.815  0.671
C18 -3.675 25.239 15.178  -0.281
O14 -3.454 27.529 14.609  -0.603
H35 -7.981 28.942 14.130  0.373
H36 -7.945 27.679 15.347  0.308
H37 -8.019 27.219 13.704  0.309
H38 -5.641 28.159 13.347  0.309
H39 -5.662 28.751 14.953  0.289
H40 -4.385 24.428 15.021  0.327
H41 -3.365 25.215 16.222  0.201
H42 -2.814 24.991 14.559  -0.181
C19 1.108 23.576 11.229  -1.026
C20 0.644 22.886 12.506  0.035
O15 1.704 22.629 13.411  -0.362
C21 2.167 23.609 14.198  0.638
C22 3.063 23.050 15.276  -0.704
O16 1.872 24.778 14.139  -0.540
H43 0.232 23.728 10.595  0.337
H44 1.772 22.945 10.634  0.453
H45 1.623 24.509 11.447  0.179
H46 -0.178 23.404 13.005  -0.033
H47 0.171 21.947 12.211  0.360
H48 2.705 23.165 16.294  0.164
H49 4.032 23.550 15.223  0.155
H50 3.227 22.003 15.022  0.326
Cl1 -0.084 25.580 16.600  -0.210
C23 0.016 27.065 15.634  0.072
Cl2 0.740 28.318 16.659  -0.136
H51 0.684 26.907 14.795  0.009
H52 -0.955 27.442 15.331  0.260

***

4.
Entry from the OMol25 dataset: a 8-piece molecular cluster, C23H52F21N4O5P3S overall in a non-equilibrium geometry (ωB97M-V with the def2-TZVPD basis set).

Its frontier orbital gap is 0.1656 Eh. The HOMO energy comes out at -6.67 eV. As for the LUMO energy: -2.2 eV.

Each line ends with the Mulliken charge.
Positions of all 109 atoms, in Å:
C1 -4.160 -2.829 -0.430  -1.000
C2 -3.372 -1.875 0.431  0.527
O1 -3.348 -0.662 0.312  -0.486
N1 -2.334 -2.512 1.326  -0.103
H1 -2.582 -2.102 2.215  0.346
H2 -2.530 -3.503 1.350  0.387
C3 -0.912 -2.361 0.784  -0.764
H3 -3.465 -3.167 -1.197  0.316
H4 -5.151 -2.495 -0.739  0.326
H5 -4.382 -3.691 0.200  0.407
H6 -0.564 -1.335 0.906  0.308
H7 -0.936 -2.566 -0.287  0.352
H8 -0.459 -3.122 1.418  0.382
C4 4.544 -6.756 5.197  -0.926
C5 5.252 -7.616 4.105  0.448
O2 4.682 -8.447 3.492  -0.359
N2 6.692 -7.327 3.702  -0.116
H9 7.123 -6.651 4.316  0.383
H10 7.328 -8.107 3.793  0.338
C6 6.786 -6.780 2.293  -0.772
H11 3.679 -7.145 5.734  0.341
H12 4.145 -5.934 4.602  0.308
H13 5.274 -6.408 5.928  0.326
H14 6.817 -7.616 1.594  0.329
H15 7.617 -6.074 2.281  0.352
H16 5.889 -6.191 2.103  0.349
C7 6.418 2.339 1.782  -1.459
C8 7.528 3.012 0.949  -0.032
C9 8.168 2.133 -0.161  -0.761
N3 9.221 2.896 -1.039  0.207
C10 8.429 3.534 -2.088  -1.078
C11 10.260 1.963 -1.726  -0.694
C12 11.579 2.732 -1.915  -0.521
C13 11.420 4.168 -1.199  -0.714
C14 10.089 4.014 -0.411  -0.670
H17 5.471 2.065 1.316  0.388
H18 6.246 3.067 2.575  0.361
H19 6.674 1.412 2.294  0.369
H20 8.250 3.260 1.727  0.257
H21 7.138 3.883 0.423  0.288
H22 7.463 1.676 -0.855  0.476
H23 8.565 1.202 0.244  0.387
H24 8.956 4.320 -2.629  0.413
H25 7.527 3.987 -1.676  0.391
H26 8.149 2.839 -2.880  0.354
H27 9.791 1.593 -2.638  0.416
H28 10.316 1.036 -1.155  0.387
H29 11.694 2.769 -2.998  0.286
H30 12.364 2.027 -1.640  0.335
H31 11.120 5.011 -1.822  0.328
H32 12.214 4.517 -0.539  0.424
H33 9.464 4.894 -0.259  0.402
H34 10.386 3.472 0.487  0.462
C15 -6.184 5.053 1.032  -1.371
C16 -6.225 5.823 -0.271  -0.170
C17 -7.080 5.138 -1.307  -0.800
N4 -7.283 5.915 -2.615  0.183
C18 -7.830 7.408 -2.360  -0.987
C19 -8.360 5.164 -3.478  -0.735
C20 -7.538 4.078 -4.094  -0.614
C21 -6.063 4.600 -4.308  -0.619
C22 -6.104 5.962 -3.604  -0.584
H35 -5.478 5.412 1.780  0.377
H36 -5.883 4.024 0.834  0.328
H37 -7.145 4.963 1.538  0.366
H38 -5.247 6.183 -0.590  0.340
H39 -6.825 6.716 -0.094  0.271
H40 -8.056 4.901 -0.883  0.364
H41 -6.471 4.278 -1.583  0.388
H42 -6.980 8.088 -2.412  0.373
H43 -8.504 7.518 -1.510  0.360
H44 -8.357 7.635 -3.287  0.442
H45 -8.921 5.803 -4.160  0.367
H46 -9.229 4.910 -2.871  0.533
H47 -7.923 3.785 -5.071  0.368
H48 -7.625 3.131 -3.562  0.355
H49 -5.685 4.571 -5.330  0.370
H50 -5.324 3.956 -3.831  0.308
H51 -6.327 6.733 -4.341  0.456
H52 -5.167 6.163 -3.085  0.329
C23 -5.254 -9.394 0.170  0.581
F1 -6.171 -8.683 0.733  -0.206
F2 -5.657 -10.703 0.133  -0.234
F3 -5.076 -8.925 -1.073  -0.227
S1 -3.490 -9.167 1.113  1.036
O3 -3.264 -7.720 1.021  -0.655
O4 -3.631 -9.651 2.449  -0.641
O5 -2.431 -9.918 0.482  -0.654
P1 4.314 -2.777 -3.643  1.142
F4 4.061 -2.921 -5.236  -0.353
F5 5.442 -3.938 -3.634  -0.359
F6 5.465 -1.744 -3.911  -0.331
F7 4.386 -2.530 -2.018  -0.386
F8 3.133 -1.697 -3.596  -0.349
F9 3.262 -3.980 -3.312  -0.364
P2 -0.469 -1.829 6.987  1.153
F10 1.068 -1.683 6.494  -0.365
F11 -0.198 -2.958 8.119  -0.368
F12 -0.366 -0.653 8.112  -0.359
F13 -2.095 -1.984 7.161  -0.372
F14 -0.797 -0.702 5.886  -0.364
F15 -0.663 -2.990 6.008  -0.326
P3 -12.851 0.293 -1.259  1.133
F16 -12.964 -0.688 -2.628  -0.377
F17 -13.111 1.618 -2.131  -0.343
F18 -14.456 0.292 -0.944  -0.384
F19 -12.791 1.181 0.041  -0.347
F20 -12.878 -0.922 -0.258  -0.329
F21 -11.232 0.309 -1.401  -0.353